Density functional theory data (wB97M-V/def2-TZVPD) for the molecule C5H9NO.

Output
LUMO = 0.875 eV
structure (SMILES) = O=C1CCCCN1
E_HOMO = -9.5 eV
gap between HOMO and LUMO = 10.369 eV

XYZ file:
```
16
C5H9NO | the Open Molecules 2025 dataset | wB97M-V/def2-TZVPD
O 1.325 1.432 -2.009
C 0.762 0.862 -1.082
C 1.421 0.260 0.111
C 0.509 -0.509 1.077
C -0.779 -1.121 0.401
C -1.480 0.149 -0.047
N -0.575 0.735 -1.062
H 2.341 -0.236 -0.223
H 1.631 1.174 0.664
H 0.217 0.189 1.876
H 1.014 -1.308 1.500
H -0.299 -1.579 -0.501
H -1.191 -1.931 1.026
H -1.439 0.884 0.685
H -2.536 -0.049 -0.444
H -0.922 1.047 -1.973
```

So, what does the Löwdin scheme give us? The charges, in e, come out as: O 0.035; C -0.544; C -0.095; C -0.190; C -0.157; C -0.169; N 0.057; H 0.132; H 0.124; H 0.112; H 0.076; H 0.126; H 0.113; H 0.084; H 0.144; H 0.152



Density functional theory data (wB97M-V/def2-TZVPD) for the molecule C5H9NO.

Output
LUMO = 0.959 eV
structure (SMILES) = C=CCCNC=O
E_HOMO = -9.7 eV
gap between HOMO and LUMO = 10.664 eV

XYZ file:
```
16
C5H9NO | the Open Molecules 2025 dataset | wB97M-V/def2-TZVPD
C -1.768 -0.461 -1.166
C -1.777 -0.722 0.136
C -0.777 -0.196 1.132
C 0.292 0.778 0.635
N 1.426 -0.016 0.151
C 2.359 0.509 -0.709
O 3.414 -0.041 -0.919
H -1.073 0.256 -1.594
H -2.427 -0.925 -1.889
H -2.248 -1.662 0.479
H -1.316 0.110 2.038
H -0.155 -1.051 1.473
H 0.625 1.408 1.466
H -0.031 1.516 -0.079
H 1.334 -1.007 -0.027
H 2.122 1.504 -1.126
```

So, what does the Löwdin scheme give us? The charges, in e, come out as: C 0.001; C -0.183; C -0.202; C -0.216; N 0.013; C -0.364; O 0.028; H 0.052; H 0.053; H 0.106; H 0.112; H 0.116; H 0.115; H 0.099; H 0.137; H 0.133



Density functional theory data (wB97M-V/def2-TZVPD) for the molecule C5H9NO.

Output
LUMO = 0.842 eV
structure (SMILES) = O[C@H]1C[C@@H]2C[C@H]1N2
E_HOMO = -8.8 eV
gap between HOMO and LUMO = 9.680 eV

XYZ file:
```
16
C5H9NO | the Open Molecules 2025 dataset | wB97M-V/def2-TZVPD
O 1.923 -0.278 -0.145
C 0.905 0.439 0.612
C 0.186 1.272 -0.407
C -1.005 0.146 -0.900
C -1.521 0.162 0.638
C -0.189 -0.756 0.858
N -0.278 -1.049 -0.721
H 1.208 -1.152 -0.518
H 1.176 0.933 1.437
H 0.837 1.897 -1.196
H -0.411 2.151 0.363
H -1.509 0.343 -1.766
H -2.384 -0.164 0.961
H -1.756 1.154 1.041
H 0.105 -1.287 1.778
H -0.962 -1.890 -0.707
```

So, what does the Löwdin scheme give us? The charges, in e, come out as: O -0.184; C -0.372; C -0.098; C -0.194; C -0.080; C -0.077; N -0.052; H 0.157; H 0.089; H 0.141; H 0.153; H 0.098; H 0.024; H 0.088; H 0.142; H 0.165



Density functional theory data (wB97M-V/def2-TZVPD) for a cluster of 2 separate species, C5H9NO in total.

Output
LUMO = -0.014 eV
E_HOMO = -8.1 eV
gap between HOMO and LUMO = 8.122 eV

XYZ file:
```
16
C5H9NO | the Open Molecules 2025 dataset | wB97M-V/def2-TZVPD
C -0.721 -0.602 0.520
C -1.999 -0.655 -0.263
C 2.073 -0.158 -0.591
C 0.707 0.428 -0.894
C -0.086 1.381 1.618
N -0.611 0.286 1.512
O 0.229 0.425 -2.011
H -0.206 -1.544 0.691
H -2.782 -1.194 0.276
H -2.343 0.355 -0.491
H -1.815 -1.159 -1.211
H 2.210 -0.262 0.488
H 2.184 -1.122 -1.091
H 2.842 0.519 -0.967
H -0.103 2.020 2.494
H 0.421 1.280 -0.082
```

So, what does the Löwdin scheme give us? The charges, in e, come out as: C -0.233; C -0.071; C -0.059; C -0.428; C 0.055; N -0.023; O 0.005; H 0.128; H 0.078; H 0.087; H 0.079; H 0.066; H 0.080; H 0.082; H 0.060; H 0.092



Density functional theory data (wB97M-V/def2-TZVPD) for the molecule C5H9NO.

Output
LUMO = 0.707 eV
structure (SMILES) = C[C@@H](O)[C@@H](C)C#N
E_HOMO = -10.8 eV
gap between HOMO and LUMO = 11.506 eV

XYZ file:
```
16
C5H9NO | the Open Molecules 2025 dataset | wB97M-V/def2-TZVPD
C 0.048 -0.308 -1.643
C 0.038 0.799 -0.593
O -1.197 1.489 -0.560
C 0.389 0.319 0.841
C -0.638 -0.663 1.417
C 1.741 -0.257 0.866
N 2.807 -0.709 0.866
H 0.998 -0.855 -1.651
H -0.105 0.130 -2.634
H -0.760 -1.029 -1.463
H 0.782 1.549 -0.876
H -1.899 0.830 -0.460
H 0.412 1.214 1.474
H -0.370 -0.950 2.437
H -0.704 -1.571 0.809
H -1.622 -0.182 1.450
```

So, what does the Löwdin scheme give us? The charges, in e, come out as: C -0.038; C -0.418; O -0.030; C -0.313; C -0.051; C -0.202; N 0.157; H 0.085; H 0.087; H 0.080; H 0.148; H 0.089; H 0.150; H 0.088; H 0.085; H 0.081



Density functional theory data (wB97M-V/def2-TZVPD) for the molecule C5H9NO.

Output
LUMO (spin up / spin down) = -0.969 / -0.973 eV
E_HOMO (spin up / spin down) = -8.1 / -8.1 eV
gap between HOMO and LUMO (spin up / spin down) = 7.141 / 7.134 eV

XYZ file:
```
16
C5H9NO | the Open Molecules 2025 dataset | wB97M-V/def2-TZVPD
C -1.001 -0.788 1.001
C 0.223 -0.202 0.391
C 1.541 -0.691 0.864
N 0.191 0.458 -1.918
C -0.942 1.201 -1.400
C 0.221 0.955 -0.463
O 1.025 1.828 0.006
H -1.230 -0.190 1.898
H -0.840 -1.823 1.324
H -1.870 -0.711 0.343
H 1.576 -1.785 0.798
H 1.677 -0.433 1.921
H 2.350 -0.219 0.302
H -0.019 -0.531 -2.033
H -0.993 2.223 -1.759
H -1.909 0.709 -1.276
```

So, what does the Löwdin scheme give us? The charges, in e, come out as: C -0.009; C -0.127; C -0.025; N 0.108; C -0.094; C -0.717; O -0.027; H 0.120; H 0.092; H 0.082; H 0.096; H 0.109; H 0.100; H 0.088; H 0.110; H 0.095



Density functional theory data (wB97M-V/def2-TZVPD) for the molecule C5H9NO.

Output
LUMO = 0.692 eV
structure (SMILES) = C[C@@H](O)[C@@H](C)C#N
E_HOMO = -10.9 eV
gap between HOMO and LUMO = 11.590 eV

XYZ file:
```
16
C5H9NO | the Open Molecules 2025 dataset | wB97M-V/def2-TZVPD
C -0.091 1.055 -1.219
C 0.855 0.247 -0.341
O 1.486 1.056 0.637
C 0.157 -0.868 0.464
C -0.967 -0.363 1.377
C -0.338 -1.902 -0.457
N -0.736 -2.696 -1.199
H -0.655 0.403 -1.895
H 0.476 1.762 -1.837
H -0.793 1.627 -0.604
H 1.610 -0.239 -0.979
H 1.816 1.851 0.201
H 0.936 -1.329 1.083
H -1.332 -1.171 2.018
H -1.814 0.016 0.795
H -0.579 0.442 2.006
```

So, what does the Löwdin scheme give us? The charges, in e, come out as: C -0.040; C -0.423; O -0.033; C -0.317; C -0.050; C -0.200; N 0.156; H 0.087; H 0.084; H 0.084; H 0.146; H 0.098; H 0.151; H 0.086; H 0.084; H 0.085



Density functional theory data (wB97M-V/def2-TZVPD) for a structure of composition C5H9NO.

Output
LUMO = 0.984 eV
E_HOMO = -9.6 eV
gap between HOMO and LUMO = 10.601 eV

XYZ file:
```
16
C5H9NO | the Open Molecules 2025 dataset | wB97M-V/def2-TZVPD
C -1.025 -0.349 1.164
C -1.315 -0.061 -0.765
C -0.071 0.366 0.043
C 0.179 1.873 -0.009
C 1.486 -1.533 -0.039
N -2.028 -0.586 0.368
O 1.137 -0.144 -0.278
H -1.054 -0.393 2.280
H -1.679 0.817 -1.299
H -1.190 -0.910 -1.606
H 0.305 2.133 -1.044
H 1.147 2.049 0.553
H -0.499 2.563 0.529
H 1.698 -2.016 -1.016
H 0.597 -1.922 0.460
H 2.313 -1.886 0.659
```

So, what does the Löwdin scheme give us? The charges, in e, come out as: C -0.051; C -0.200; C -0.514; C -0.016; C -0.049; N 0.068; O -0.143; H 0.112; H 0.103; H 0.159; H 0.077; H 0.103; H 0.092; H 0.093; H 0.067; H 0.102



Density functional theory data (wB97M-V/def2-TZVPD) for the molecule C5H9NO.

Output
LUMO (spin up / spin down) = -0.185 / -0.185 eV
E_HOMO (spin up / spin down) = -7.6 / -7.6 eV
gap between HOMO and LUMO (spin up / spin down) = 7.389 / 7.388 eV

XYZ file:
```
16
C5H9NO | the Open Molecules 2025 dataset | wB97M-V/def2-TZVPD
C -1.079 0.114 -0.171
C -1.347 1.548 -0.462
C 0.004 -0.315 0.661
C 0.893 -1.206 -0.296
C 0.361 -0.013 1.901
O 0.011 -0.735 -1.591
N 2.147 -0.804 -0.497
H 0.666 -0.131 -1.988
H -1.889 -0.584 -0.354
H 2.803 -1.569 -0.357
H 0.669 -2.269 -0.135
H -1.894 1.676 -1.397
H -0.426 2.130 -0.489
H -1.974 1.955 0.343
H -0.269 0.564 2.568
H 1.323 -0.362 2.265
```

So, what does the Löwdin scheme give us? The charges, in e, come out as: C -0.049; C -0.045; C -0.285; C -0.435; C 0.086; O -0.074; N 0.011; H 0.087; H 0.137; H 0.009; H 0.132; H 0.088; H 0.098; H 0.102; H 0.065; H 0.072



Density functional theory data (wB97M-V/def2-TZVPD) for the molecule C5H9NO.

Output
LUMO = 1.073 eV
structure (SMILES) = C[C@H]1N[C@H]1[C@H]1CO1
E_HOMO = -8.3 eV
gap between HOMO and LUMO = 9.422 eV

XYZ file:
```
16
C5H9NO | the Open Molecules 2025 dataset | wB97M-V/def2-TZVPD
C -1.885 -0.522 0.014
C -1.271 0.663 0.730
N -0.213 0.516 1.719
C 0.134 1.164 0.446
C 0.942 0.372 -0.604
C 2.257 -0.703 -0.636
O 0.922 -0.987 -0.364
H -2.418 -0.183 -0.881
H -2.603 -1.037 0.661
H -1.132 -1.246 -0.297
H -2.014 1.413 1.020
H 0.138 -0.439 1.686
H 0.264 2.245 0.538
H 1.428 0.638 -1.534
H 2.564 -1.332 -1.501
H 3.006 -0.592 0.125
```

So, what does the Löwdin scheme give us? The charges, in e, come out as: C -0.052; C -0.315; N 0.051; C -0.196; C -0.157; C -0.080; O -0.131; H 0.081; H 0.079; H 0.063; H 0.128; H 0.094; H 0.128; H 0.108; H 0.115; H 0.083



Density functional theory data (wB97M-V/def2-TZVPD) for the molecule C5H9NO.

Output
LUMO = 0.826 eV
structure (SMILES) = CC1(C)CNC1=O
E_HOMO = -9.6 eV
gap between HOMO and LUMO = 10.427 eV

XYZ file:
```
16
C5H9NO | the Open Molecules 2025 dataset | wB97M-V/def2-TZVPD
C 1.418 0.804 0.061
C 0.168 -0.071 0.083
C 0.240 -1.176 1.135
C -1.165 0.740 0.072
N -1.350 0.310 -1.307
C -0.272 -0.534 -1.335
O 0.123 -1.323 -2.157
H 2.299 0.227 -0.240
H 1.611 1.218 1.057
H 1.288 1.634 -0.641
H 1.111 -1.819 0.968
H -0.665 -1.799 1.124
H 0.342 -0.737 2.138
H -1.929 0.347 0.758
H -1.054 1.826 0.186
H -2.164 0.354 -1.902
```

So, what does the Löwdin scheme give us? The charges, in e, come out as: C -0.037; C -0.442; C -0.036; C -0.113; N 0.098; C -0.454; O 0.084; H 0.090; H 0.085; H 0.089; H 0.088; H 0.089; H 0.086; H 0.117; H 0.115; H 0.142



Density functional theory data (wB97M-V/def2-TZVPD) for a cluster of 2 separate species, C5H9NO in total.

Output
LUMO = 1.045 eV
structure (SMILES) = O[C@]12C[C@H]1N1C[C@H]12.[H][H]
E_HOMO = -8.8 eV
gap between HOMO and LUMO = 9.892 eV

XYZ file:
```
16
C5H9NO | the Open Molecules 2025 dataset | wB97M-V/def2-TZVPD
O 1.620 0.836 0.808
C 0.463 0.165 0.460
C 0.458 -1.150 -0.214
C -0.271 0.026 -0.861
N -1.544 0.567 -0.231
C -2.035 -0.386 0.751
C -0.888 0.499 1.106
H 1.489 1.757 0.543
H 1.436 -1.307 -0.679
H 0.016 -2.062 0.185
H -0.126 0.296 -1.906
H -1.941 -1.439 0.506
H -2.993 -0.093 1.186
H -0.973 1.278 1.865
H 2.849 0.341 -2.018
H 2.442 0.672 -1.500
```

So, what does the Löwdin scheme give us? The charges, in e, come out as: O 0.015; C -0.450; C -0.033; C -0.160; N 0.004; C -0.106; C -0.147; H 0.110; H 0.099; H 0.099; H 0.127; H 0.101; H 0.110; H 0.137; H 0.062; H 0.033



Density functional theory data (wB97M-V/def2-TZVPD) for a structure of composition C5H9NO.

Output
LUMO = 0.543 eV
E_HOMO = -9.3 eV
gap between HOMO and LUMO = 9.806 eV

XYZ file:
```
16
C5H9NO | the Open Molecules 2025 dataset | wB97M-V/def2-TZVPD
C 2.287 -0.331 0.801
C 1.010 0.303 -0.628
C -0.373 -0.005 -1.477
N -1.096 0.415 -0.268
C -2.309 -0.128 0.298
C 0.052 0.582 0.456
O 0.234 0.626 1.651
H 2.108 -1.389 0.953
H 2.336 0.141 1.820
H 3.166 -0.048 0.258
H 1.593 1.071 -1.141
H -0.600 0.683 -2.324
H -0.624 -1.020 -1.801
H -2.251 0.022 1.382
H -3.198 0.379 -0.084
H -2.394 -1.205 0.099
```

So, what does the Löwdin scheme give us? The charges, in e, come out as: C 0.064; C 0.003; C -0.073; N -0.113; C -0.041; C -0.564; O 0.030; H 0.039; H 0.070; H 0.016; H 0.097; H 0.112; H 0.101; H 0.089; H 0.080; H 0.088



Density functional theory data (wB97M-V/def2-TZVPD) for a cluster of 3 separate species, C5H9NO in total.

Output
LUMO = 0.474 eV
structure (SMILES) = C=CC#N.[H][H].CC=O
E_HOMO = -10.1 eV
gap between HOMO and LUMO = 10.587 eV

XYZ file:
```
16
C5H9NO | the Open Molecules 2025 dataset | wB97M-V/def2-TZVPD
C 2.877 0.668 0.009
C 1.605 0.781 0.384
C 0.659 1.561 -0.363
N -0.132 2.180 -0.943
H 3.563 0.060 0.588
H 3.261 1.162 -0.877
H 1.198 0.272 1.253
H 0.527 -2.217 -0.072
H 1.006 -2.557 -0.532
C -2.333 -0.366 -0.515
C -1.746 -0.174 0.850
O -0.850 -0.841 1.320
H -2.206 0.563 -1.082
H -3.409 -0.559 -0.430
H -1.840 -1.192 -1.031
H -2.181 0.658 1.442
```

So, what does the Löwdin scheme give us? The charges, in e, come out as: C 0.043; C -0.177; C -0.231; N 0.157; H 0.068; H 0.074; H 0.086; H 0.010; H 0.038; C -0.060; C -0.325; O -0.028; H 0.063; H 0.083; H 0.076; H 0.122



Density functional theory data (wB97M-V/def2-TZVPD) for a cluster of 2 separate species, C5H9NO in total.

Output
LUMO = 0.664 eV
structure (SMILES) = [H]/N=C\[C@H]1CO1.C=C
E_HOMO = -8.9 eV
gap between HOMO and LUMO = 9.546 eV

XYZ file:
```
16
C5H9NO | the Open Molecules 2025 dataset | wB97M-V/def2-TZVPD
H 0.553 -0.380 1.858
N 0.519 0.642 1.762
C 0.518 0.952 0.531
C 0.912 0.069 -0.611
C 2.218 -0.578 -0.447
O 1.003 -1.310 -0.339
H 0.474 2.007 0.251
H 0.575 0.330 -1.618
H 2.829 -0.797 -1.316
H 2.741 -0.423 0.496
C -2.058 -0.699 -0.018
C -1.762 0.565 0.305
H -2.671 -1.314 0.599
H -1.835 -1.099 -1.014
H -2.115 1.057 -0.578
H -1.897 1.038 1.277
```

So, what does the Löwdin scheme give us? The charges, in e, come out as: H 0.070; N 0.095; C -0.295; C -0.311; C -0.101; O -0.043; H 0.119; H 0.147; H 0.111; H 0.118; C -0.044; C -0.138; H 0.048; H 0.069; H 0.078; H 0.075



Density functional theory data (wB97M-V/def2-TZVPD) for the molecule C5H9NO.

Output
LUMO = 0.760 eV
structure (SMILES) = CC[C@@H]1N2C[C@]12O
E_HOMO = -9.5 eV
gap between HOMO and LUMO = 10.244 eV

XYZ file:
```
16
C5H9NO | the Open Molecules 2025 dataset | wB97M-V/def2-TZVPD
C 0.498 -1.617 0.388
C -0.889 -0.974 0.531
C -0.706 0.525 0.708
N -1.035 1.574 -0.313
C -0.203 0.997 -1.389
C 0.349 1.178 -0.047
O 1.412 1.935 0.361
H 0.441 -2.706 0.415
H 1.165 -1.282 1.193
H 0.989 -1.330 -0.551
H -1.518 -1.196 -0.339
H -1.412 -1.391 1.398
H -0.904 0.926 1.703
H -0.433 0.009 -1.790
H 0.072 1.742 -2.131
H 2.174 1.609 -0.136
```

So, what does the Löwdin scheme give us? The charges, in e, come out as: C -0.103; C -0.205; C -0.208; N 0.108; C -0.066; C -0.501; O 0.071; H 0.069; H 0.084; H 0.070; H 0.109; H 0.105; H 0.147; H 0.098; H 0.113; H 0.112



M / g/mol: 99.13 99.13 99.13 99.13 99.13 99.13 99.13 99.13 99.13 99.13 99.13 99.13 99.13 99.13 99.13 99.13
Energy above the lowest of the compared OMol25 structures with the same formula, charge and spin / kcal/mol: 25.50 41.74 156.25 108.32 21.93 110.81 21.17 91.42 122.75 125.42 16.46 128.76 104.14 69.06 121.38 76.44